{"formula": "C7H5O4P", "method": "ωB97M-V/def2-TZVPD", "symbols": ["C", "C", "C", "C", "C", "C", "C", "O", "O", "O", "O", "P", "H", "H", "H", "H", "H"], "positions_angstrom": [[-1.6319, 0.0636, -2.2185], [-1.5969, 1.1164, -1.3247], [-0.7216, -0.9535, -2.1991], [-0.7809, 0.9352, -0.1770], [0.0772, -1.0851, -1.0681], [0.0197, -0.2002, 0.0275], [1.4553, 0.8810, 2.9253], [0.8866, 1.8941, 2.7183], [1.2101, -1.9166, 2.2321], [2.0335, 0.4761, 3.9210], [3.0177, -0.5747, 1.0405], [1.7328, -0.5944, 1.7714], [-2.3194, -0.1142, -3.1502], [-2.4140, 1.9753, -1.3760], [-0.9094, -1.8173, -2.8418], [-0.8892, 1.7463, 0.5637], [0.8303, -1.8321, -0.8443]], "atomic_forces_ev_per_a": [[-1.68, 0.07, -3.48], [-1.69, 0.68, 0.87], [0.24, -1.76, 1.48], [-0.94, 0.96, -0.14], [0.76, 0.45, 1.40], [1.25, 0.93, 0.20], [1.17, -3.21, -0.52], [-2.36, 3.81, -1.42], [-0.09, 0.29, 0.34], [1.48, -0.67, 2.61], [0.72, 0.50, -0.48], [-2.31, -0.65, -1.55], [0.67, 1.31, 1.83], [1.94, -1.70, 0.06], [0.51, 0.30, -0.29], [0.48, -0.59, -0.06], [-0.16, -0.71, -0.85]], "mol_weight_g_mol": 184.1, "gap_ev": 6.07, "e_tot_ha": -912.0593, "charge": -2, "homo_ev": -0.12, "e_lumo_ev": 5.95}

---

{"formula": "C4H14N2", "method": "ωB97M-V/def2-TZVPD", "symbols": ["C", "C", "N", "H", "H", "H", "H", "H", "H", "H", "C", "C", "N", "H", "H", "H", "H", "H", "H", "H"], "positions_angstrom": [[0.7126, -2.8409, 0.3643], [1.2837, -3.1628, -1.0410], [2.1785, -2.1328, -1.4156], [1.4458, -2.6493, 1.1419], [0.0519, -3.6824, 0.5576], [-0.0138, -2.0336, 0.2649], [0.4741, -3.2145, -1.7630], [1.7656, -4.1379, -1.0646], [1.7066, -1.2975, -1.7916], [2.9154, -1.8931, -0.7471], [-1.0215, 1.7412, 0.9562], [-0.7958, 3.2154, 0.5214], [-1.9340, 3.8070, -0.2066], [-1.5190, 1.7191, 1.9223], [-0.0263, 1.3050, 1.1190], [-1.5456, 1.1410, 0.2067], [0.0536, 3.2775, -0.1494], [-0.6915, 3.7659, 1.4563], [-2.6842, 3.9855, 0.4535], [-2.3559, 3.0874, -0.7850]], "atomic_forces_ev_per_a": [[-1.02, 0.31, -0.19], [0.00, -0.80, -0.96], [-1.12, 1.12, 1.20], [-0.02, -0.20, -0.02], [0.37, -0.43, 0.38], [0.43, 0.43, 0.12], [-0.08, 0.16, -0.03], [0.39, -0.03, 0.37], [0.59, -0.24, -0.40], [0.45, -0.27, -0.46], [0.95, 0.48, -0.02], [-1.35, -0.76, -0.10], [-0.31, -0.37, 0.44], [-0.36, -0.22, -0.11], [-0.14, -0.18, 0.03], [-0.07, 0.13, 0.10], [0.40, 0.19, 0.27], [0.61, 0.33, -0.36], [0.06, 0.32, 0.12], [0.21, 0.04, -0.38]], "mol_weight_g_mol": 90.2, "gap_ev": [7.77, 2.61], "e_tot_ha": -269.9485, "charge": 1, "homo_ev": [-11.56, -11.56], "multiplicity": 2, "e_lumo_ev": [-3.79, -8.94]}

---

{"formula": "C3H6N2O", "method": "ωB97M-V/def2-TZVPD", "symbols": ["C", "N", "C", "N", "C", "O", "H", "H", "H", "H", "H", "H"], "positions_angstrom": [[-2.2120, -0.3030, -0.8673], [-0.8506, -0.2955, -0.5024], [0.0357, 0.4486, -0.0466], [1.2151, -0.2539, 0.2402], [2.4603, 0.2636, 0.4006], [3.4643, -0.4040, 0.5197], [-2.8912, 0.2745, -0.2423], [-2.3321, -0.0175, -1.9126], [-2.4841, -1.3527, -0.7907], [0.0755, 1.5252, 0.1866], [1.1047, -1.2551, 0.1037], [2.4434, 1.3693, 0.4081]], "atomic_forces_ev_per_a": [[-0.36, 0.03, -0.07], [0.50, -0.50, 0.05], [0.01, -0.29, -0.04], [0.35, 0.07, 0.07], [0.19, -0.04, 0.06], [-0.27, 0.33, -0.02], [0.02, 0.31, 0.07], [-0.05, 0.13, -0.03], [-0.55, 0.01, -0.11], [-0.28, -0.21, -0.09], [0.22, 0.21, 0.07], [0.20, -0.06, 0.07]], "mol_weight_g_mol": 86.1, "gap_ev": 10.30, "e_tot_ha": -302.6355, "charge": 0, "smiles": "C/N=C/NC=O", "homo_ev": -9.37, "e_lumo_ev": 0.92}

---

{"formula": "C7H12N2O2", "method": "ωB97M-V/def2-TZVPD", "symbols": ["C", "C", "C", "C", "C", "C", "C", "N", "N", "O", "O", "H", "H", "H", "H", "H", "H", "H", "H", "H", "H", "H", "H"], "positions_angstrom": [[-0.0913, -2.8313, 1.8618], [0.8061, 0.3538, 0.4796], [1.2353, 1.4206, 1.4441], [-2.3938, -0.5238, -1.2962], [0.8300, -1.9511, 2.5324], [-0.4830, 0.1377, 0.1824], [-0.9730, -0.8549, -0.8470], [-0.7926, -3.5516, 1.3104], [1.8498, -0.4056, -0.0323], [0.6068, -1.3720, 3.5632], [-0.1030, -0.9362, -1.9745], [0.3980, 1.7581, 2.0504], [2.0111, 1.0394, 2.1042], [1.6381, 2.2769, 0.9013], [-2.4364, 0.4849, -1.7077], [-3.0785, -0.5879, -0.4544], [-2.7096, -1.2301, -2.0606], [1.7960, -1.8748, 1.9940], [-1.2406, 0.7197, 0.6771], [-0.9628, -1.8749, -0.4375], [1.5838, -0.9656, -0.8334], [2.7061, 0.1074, -0.1797], [-0.1920, -0.1200, -2.4809]], "atomic_forces_ev_per_a": [[-0.91, -0.49, -0.06], [-0.22, 0.25, 0.15], [-0.13, -0.06, -0.07], [0.30, -0.21, 0.06], [1.40, 0.84, 0.45], [0.10, -0.35, -0.30], [-0.31, -0.03, 0.27], [-0.05, -0.14, -0.09], [0.14, -0.21, -0.13], [-0.21, -0.31, -0.32], [0.12, -0.07, -0.41], [0.00, 0.03, -0.02], [0.09, -0.01, 0.11], [0.07, 0.06, 0.00], [-0.02, 0.10, -0.01], [-0.10, 0.04, 0.07], [-0.05, -0.04, -0.03], [-0.24, 0.08, 0.20], [-0.08, 0.17, 0.23], [-0.04, 0.24, -0.13], [0.09, 0.17, -0.07], [0.03, -0.06, 0.05], [0.04, 0.00, 0.07]], "mol_weight_g_mol": 156.2, "gap_ev": 8.04, "e_tot_ha": -533.8673, "charge": 0, "smiles": "C/C(N)=C/[C@@H](C)O.N#CC=O", "homo_ev": -8.47, "e_lumo_ev": -0.43}

---

{"formula": "C9H13N2O4", "method": "ωB97M-V/def2-TZVPD", "symbols": ["C", "C", "C", "C", "C", "C", "C", "C", "C", "N", "N", "O", "O", "O", "O", "H", "H", "H", "H", "H", "H", "H", "H", "H", "H", "H", "H", "H"], "positions_angstrom": [[-0.6315, -0.2078, 3.6736], [-0.4699, -1.2583, 2.7217], [-0.6695, 1.0532, 3.2023], [-0.3411, -0.9395, 1.3743], [-0.5297, 1.3873, 1.9028], [-0.3720, 0.3880, 0.9343], [-1.5192, -1.0268, -1.7330], [-0.1625, -0.4007, -1.4619], [-0.2151, 0.7074, -0.4446], [3.1244, 0.8582, 0.4820], [0.3326, 0.2599, -2.7085], [3.7638, 1.9353, 0.9546], [3.2137, -0.1401, 1.1520], [-0.2276, 1.7973, -0.9934], [2.4545, 0.9596, -0.5418], [-0.8041, -0.3560, 4.7297], [-0.3648, -2.3511, 2.9322], [-0.6783, 1.8556, 4.0635], [-0.2691, -1.6954, 0.6046], [-0.5661, 2.4926, 1.7739], [-2.1780, -0.3505, -2.3180], [-1.5023, -1.8945, -2.4117], [-2.1845, -1.0010, -0.7554], [0.5193, -1.2047, -1.2950], [1.3482, 0.3541, -2.5100], [-0.0046, 1.3041, -2.4780], [0.0979, -0.1174, -3.6977], [3.8112, 2.7574, 0.3801]], "atomic_forces_ev_per_a": [[-0.18, -2.97, -0.88], [0.31, -0.61, 0.13], [0.30, 2.78, 3.61], [-0.20, 0.27, 0.11], [0.00, 1.89, -0.95], [-0.07, 0.61, 1.46], [-2.79, 1.40, 0.87], [-0.70, -1.73, -1.79], [-0.36, 0.07, -1.49], [-1.17, -1.40, -0.59], [0.54, 1.32, -0.78], [0.99, 1.15, 0.65], [0.28, 1.36, -0.40], [-0.21, 1.31, 1.09], [0.75, 0.53, 0.24], [0.28, -0.44, -0.01], [-0.36, 1.23, 0.40], [-0.31, -1.27, -2.20], [0.17, -0.36, 0.40], [0.18, -1.08, -0.92], [0.65, 0.28, 0.09], [0.13, -0.26, 1.15], [1.56, -1.18, -1.87], [0.65, -0.30, 0.72], [-0.39, -0.18, -1.02], [0.21, -1.34, -0.46], [0.49, 0.61, 2.44], [-0.76, -1.69, -0.01]], "mol_weight_g_mol": 213.2, "gap_ev": 9.15, "e_tot_ha": -760.8079, "charge": 1, "homo_ev": -13.01, "e_lumo_ev": -3.86}

---

{"formula": "C4H9N", "method": "ωB97M-V/def2-TZVPD", "symbols": ["C", "C", "H", "H", "H", "H", "C", "C", "N", "H", "H", "H", "H", "H"], "positions_angstrom": [[-0.0606, -2.7592, -1.9699], [-0.1516, -2.3352, -0.6421], [0.7802, -2.5841, -2.6431], [-0.9706, -3.0402, -2.5098], [0.7140, -2.4865, 0.0654], [-0.9306, -1.6043, -0.2466], [-0.7852, 1.6613, 0.5199], [1.2600, 2.1558, 1.4908], [0.5134, 2.3021, 0.5165], [-1.7224, 2.2898, 0.8814], [-0.7746, 0.6356, 1.1620], [-1.0193, 1.6492, -0.5691], [2.3455, 2.1804, 1.5083], [0.8018, 1.9354, 2.4364]], "atomic_forces_ev_per_a": [[-0.49, -0.24, -0.73], [0.43, 0.62, 1.73], [0.33, -0.31, 0.19], [-0.05, 0.40, -0.09], [-0.71, 0.55, -0.73], [0.46, -1.05, -0.29], [-2.29, 0.13, 0.93], [0.24, -0.25, 1.62], [0.13, -0.03, -1.81], [2.05, -0.72, -0.06], [-0.15, 2.22, -2.10], [-0.01, -1.32, 0.85], [0.10, 0.84, -0.47], [-0.05, -0.84, 0.98]], "mol_weight_g_mol": 71.1, "gap_ev": [2.96, 5.56], "e_tot_ha": -212.3714, "charge": -1, "homo_ev": [0.81, -1.89], "multiplicity": 2, "e_lumo_ev": [3.77, 3.67]}

---

{"formula": "C5H11NO", "method": "ωB97M-V/def2-TZVPD", "symbols": ["C", "C", "C", "N", "C", "C", "O", "H", "H", "H", "H", "H", "H", "H", "H", "H", "H", "H"], "positions_angstrom": [[2.6277, -0.2958, 0.1377], [0.3667, 0.5168, -0.3245], [1.1604, -0.7159, -0.0342], [-0.2857, 1.1370, 0.5742], [-2.4530, -1.3093, 0.0114], [-0.8209, 2.3827, 0.2072], [-0.2261, 3.2260, -0.4237], [2.7501, 0.2707, 1.0658], [3.2874, -1.1667, 0.1705], [2.9515, 0.3439, -0.6910], [0.4338, 0.9200, -1.3460], [-1.5508, -1.8245, -0.3294], [1.0637, -1.4279, -0.8629], [0.7837, -1.1886, 0.8778], [-3.2644, -2.0335, 0.1093], [-2.2538, -0.8353, 0.9751], [-2.7315, -0.5436, -0.7174], [-1.8385, 2.5440, 0.6001]], "atomic_forces_ev_per_a": [[0.11, 0.01, 0.00], [-0.01, 0.06, 0.12], [-0.08, -0.03, 0.06], [0.23, -0.07, -0.25], [-0.02, -0.04, 0.01], [0.15, 0.34, -0.26], [-0.31, -0.37, 0.33], [-0.01, -0.07, -0.15], [-0.10, 0.09, 0.01], [-0.01, -0.11, 0.11], [-0.05, -0.02, 0.14], [-0.14, 0.07, 0.05], [0.01, 0.14, 0.10], [0.05, 0.08, -0.13], [0.09, 0.10, -0.02], [-0.03, -0.08, -0.15], [0.03, -0.12, 0.10], [0.09, 0.01, -0.05]], "mol_weight_g_mol": 101.1, "gap_ev": 10.48, "e_tot_ha": -327.0793, "charge": 0, "smiles": "CC/C=N/C=O.C", "homo_ev": -10.00, "e_lumo_ev": 0.47}

---

{"formula": "C4H11NO2S", "method": "ωB97M-V/def2-TZVPD", "symbols": ["O", "C", "N", "C", "C", "S", "C", "H", "H", "H", "H", "H", "H", "H", "H", "H", "H", "H", "O"], "positions_angstrom": [[2.1472, 0.4865, -1.9580], [0.9902, 0.5386, -2.3056], [-0.0967, 0.0767, -1.6292], [0.0610, -0.5679, -0.3400], [-0.2964, 0.3636, 0.8289], [1.1559, 1.2604, 1.4974], [-0.7161, -1.9179, -0.2823], [0.7840, 0.7265, -3.3751], [-1.0106, 0.3645, -1.9187], [1.0856, -0.8322, -0.2307], [-1.0588, 1.1141, 0.6061], [-0.7576, -0.1414, 1.6789], [2.1410, 0.5070, 0.9897], [-1.3629, -2.0622, -1.1475], [-1.4365, -1.9270, 0.5320], [0.0240, -2.7029, -0.1965], [-2.8434, -1.6830, 1.9872], [-3.1732, -0.2986, 1.5023], [-3.5628, -1.0510, 1.9532]], "atomic_forces_ev_per_a": [[-0.09, 0.09, 0.71], [0.27, -1.00, -1.38], [0.90, 0.14, 0.55], [-1.62, -0.16, 0.44], [0.11, 0.15, 0.72], [-0.15, 0.39, 0.03], [-0.38, 0.88, -0.19], [-0.44, 0.69, 0.21], [-0.21, -0.05, -0.24], [0.85, 0.07, -0.20], [0.24, 0.14, -0.58], [0.34, -0.54, -0.09], [-0.20, -0.07, -0.11], [0.40, -0.10, -0.31], [0.36, -0.21, 0.33], [-0.30, -0.43, 0.04], [0.05, -0.25, 0.15], [-0.08, 0.20, -0.03], [-0.06, 0.07, -0.04]], "mol_weight_g_mol": 137.2, "gap_ev": 9.62, "e_tot_ha": -762.4133, "charge": 0, "smiles": "C[C@H](CS)NC=O.O", "homo_ev": -9.14, "e_lumo_ev": 0.48}

---

{"formula": "C9H9N3O2", "method": "ωB97M-V/def2-TZVPD", "symbols": ["C", "C", "C", "C", "C", "C", "C", "C", "C", "H", "H", "H", "H", "H", "H", "H", "H", "H", "N", "N", "N", "O", "O"], "positions_angstrom": [[1.4460, -0.8303, -0.8844], [0.9822, 0.5547, -0.6067], [1.8507, 1.3070, -0.0743], [3.6654, -0.3982, 0.0591], [-3.4518, 0.5139, -0.6096], [-2.2418, 1.1289, -0.3325], [-1.4132, 0.3165, 0.4625], [-1.8434, -0.8864, 1.0349], [-3.1273, -1.3935, 0.6137], [2.8136, -2.1948, -0.3082], [-0.1356, 0.9022, -0.6011], [1.5352, 2.2926, 0.3467], [3.9313, 1.5932, 0.3693], [-4.1466, 1.2051, -1.2231], [-1.8433, 2.1391, -0.7396], [-0.5101, 0.8107, 0.8116], [-1.4334, -1.3913, 2.0076], [-3.4628, -2.3176, 1.0122], [2.6148, -1.2594, -0.2085], [3.1279, 0.8994, 0.1453], [-3.8238, -0.6895, -0.2953], [0.6928, -1.6339, -1.4319], [4.7732, -0.6684, 0.4524]], "atomic_forces_ev_per_a": [[-2.99, -0.98, 0.02], [-3.16, -2.17, -2.36], [1.91, 3.85, 2.22], [-1.84, 0.98, 1.70], [-0.71, 3.52, -2.57], [1.24, -0.70, 0.23], [-0.94, 0.84, 2.42], [-1.78, -1.03, 1.39], [2.87, 2.62, -0.87], [0.57, -2.55, -0.29], [3.68, -1.23, -1.76], [0.84, -0.65, -0.51], [-2.30, -1.49, -0.41], [0.60, -1.67, 0.82], [-1.20, -1.85, 0.76], [-0.78, -0.73, 0.93], [-0.06, 1.11, -2.32], [-0.65, -0.67, -0.05], [-0.32, 2.36, -1.15], [4.65, 1.83, 0.75], [-1.09, -1.72, 1.45], [1.55, 0.53, 0.44], [-0.08, -0.20, -0.85]], "mol_weight_g_mol": 191.2, "gap_ev": 9.73, "e_tot_ha": -663.0325, "charge": 0, "smiles": "O=c1cc[nH]c(=O)[nH]1.c1ccncc1", "homo_ev": -9.39, "e_lumo_ev": 0.34}